# 1
DFT (wB97M-V/def2-TZVPD) results for a structure of composition C35H48O2P4Sn in a non-equilibrium geometry.

Calculated values
HOMO-LUMO gap: 3.50 eV
energy relative to the best compared isomer or geometry (same formula, charge and spin): 0.000 eV
HOMO energy: -0.6793 Ha
E: -3091.0192 a.u.
lowest unoccupied orbital energy: -14.982 eV
net charge: +4

```
90
Properties=species:S:1:pos:R:3:mulliken_charge:R:1
P -2.17 1.28 1.36 0.776
C -1.11 1.38 2.85 -0.906
H -1.70 1.79 3.69 0.788
H -0.27 2.08 2.72 0.159
H -0.69 0.43 3.18 0.308
C -2.56 3.06 1.31 -1.307
H -3.46 3.31 0.73 0.456
H -1.72 3.66 0.91 0.258
H -2.74 3.43 2.34 0.518
C -3.60 0.52 2.23 -1.198
H -3.93 1.21 3.03 0.488
H -3.32 -0.43 2.72 0.423
H -4.47 0.31 1.59 0.336
P -2.12 -2.79 -1.24 0.960
C -1.29 -4.13 -0.32 -1.221
H -1.59 -5.10 -0.77 0.613
H -1.58 -4.16 0.74 0.457
H -0.19 -4.09 -0.37 0.230
C -3.81 -3.35 -0.86 -1.383
H -4.59 -2.96 -1.54 0.388
H -4.12 -3.11 0.18 0.394
H -3.85 -4.46 -0.96 0.490
C -1.77 -3.44 -2.91 -1.285
H -2.21 -4.45 -2.99 0.492
H -0.68 -3.55 -3.09 0.415
H -2.17 -2.84 -3.74 0.327
P 0.48 1.02 -2.65 1.006
C 2.27 0.67 -2.52 -1.139
H 2.83 1.38 -3.16 0.671
H 2.54 -0.34 -2.85 0.501
H 2.67 0.80 -1.51 0.257
C 0.40 0.72 -4.46 -1.273
H 1.30 1.16 -4.94 0.493
H -0.47 1.18 -4.95 0.413
H 0.40 -0.36 -4.71 0.386
C 0.63 2.83 -2.49 -1.349
H 1.28 3.21 -3.31 0.517
H 1.12 3.12 -1.54 0.390
H -0.32 3.39 -2.54 0.404
Sn -1.23 -0.14 -0.81 1.074
C -1.10 -1.38 1.11 0.029
O -1.04 -1.99 2.08 -0.115
C 0.50 -1.55 -1.31 -0.107
O 1.36 -2.29 -1.56 -0.175
C -3.15 0.44 -3.71 -0.581
C -2.98 1.75 -3.32 -0.608
C -3.50 2.20 -2.10 -0.620
C -4.42 1.41 -1.44 -0.601
C -4.61 0.07 -1.82 -0.607
C -4.09 -0.35 -3.03 -0.588
H -2.76 0.08 -4.65 0.573
H -2.52 2.46 -3.96 0.731
H -3.35 3.23 -1.82 0.594
H -5.05 1.81 -0.69 0.737
H -5.33 -0.52 -1.28 0.586
H -4.44 -1.24 -3.49 0.751
C 1.83 -3.31 3.99 -0.890
C 1.63 -2.01 4.42 -1.261
C 1.48 -0.95 3.51 -0.721
C 1.55 -1.17 2.13 1.137
C 1.68 -2.49 1.74 0.468
C 1.85 -3.55 2.61 -1.452
P 1.38 0.12 0.77 1.927
C 1.61 1.76 1.60 -0.166
C 1.07 2.99 1.13 -0.527
C 1.31 4.18 1.80 -1.167
C 2.10 4.21 2.94 -0.857
C 2.66 3.02 3.41 -1.041
C 2.41 1.84 2.73 -0.284
C 3.21 -0.26 0.35 0.764
C 4.14 0.76 0.54 0.188
C 5.50 0.61 0.31 -1.017
C 6.01 -0.58 -0.17 -0.631
C 5.11 -1.62 -0.42 -1.140
C 3.75 -1.45 -0.16 -0.406
H 1.94 -4.13 4.68 0.474
H 1.57 -1.82 5.50 0.488
H 1.29 0.03 3.97 0.486
H 1.64 -2.80 0.67 0.041
H 1.97 -4.58 2.24 0.538
H 0.38 2.99 0.26 0.454
H 0.87 5.12 1.44 0.502
H 2.29 5.14 3.48 0.455
H 3.30 3.03 4.30 0.515
H 2.95 0.96 3.12 0.770
H 3.88 1.77 0.87 0.367
H 6.19 1.45 0.50 0.489
H 7.07 -0.70 -0.37 0.464
H 5.50 -2.56 -0.83 0.478
H 3.19 -2.37 -0.42 0.230
```

---

# 2
DFT (wB97M-V/def2-TZVPD) results for a cluster of 3 separate species, C6H18NO in total in a non-equilibrium geometry.

Calculated values
HOMO-LUMO gap: 5.56 eV
energy relative to the best compared isomer or geometry (same formula, charge and spin): 6.654 eV
HOMO energy: -0.5231 Ha
E: -368.9330 a.u.
lowest unoccupied orbital energy: -8.671 eV
net charge: +1

```
26
Properties=species:S:1:pos:R:3:nbo_charge:R:1
C -0.24 0.37 -3.22 -0.640
C -0.39 -0.27 -1.83 -0.196
C 0.09 0.80 -0.75 -0.314
C 0.19 0.23 0.68 -0.262
C -1.04 -0.56 1.10 -0.633
C 1.47 -0.55 0.94 -0.617
N 0.38 -1.42 -1.66 -0.014
H 0.84 0.45 -3.34 0.233
H -0.68 1.36 -3.29 0.256
H -0.80 -0.25 -3.91 0.244
H -1.46 -0.47 -1.57 0.409
H 1.18 0.95 -1.06 0.243
H -0.52 1.68 -0.81 0.263
H 0.30 1.10 1.39 0.284
H -1.08 -1.61 0.67 0.207
H -1.12 -0.72 2.17 0.261
H -2.00 -0.10 0.81 0.215
H 1.33 -1.42 0.33 0.225
H 1.46 -0.79 2.00 0.242
H 2.40 -0.06 0.78 0.224
H 3.08 -2.40 -1.00 -0.027
H 0.57 -1.83 -2.60 0.368
H 3.10 -3.12 -1.18 0.027
H -1.66 2.30 4.03 0.475
H -0.72 1.51 4.89 0.479
O -0.94 1.67 3.96 -0.951
```

---

# 3
DFT (wB97M-V/def2-TZVPD) results for a cluster of 2 separate species, C3N2OS3 in total in a non-equilibrium geometry.

Calculated values
HOMO-LUMO gap: 5.99 eV
energy relative to the best compared isomer or geometry (same formula, charge and spin): 0.604 eV
HOMO energy: -0.0205 Ha
E: -1493.6670 a.u.
lowest unoccupied orbital energy: 5.431 eV
net charge: -2

```
9
Properties=species:S:1:pos:R:3:nbo_charge:R:1
C 0.32 -0.79 0.94 0.948
C -2.32 0.28 -0.67 0.107
C 2.21 0.20 -0.23 -0.159
N -1.21 0.09 -0.46 -0.542
N 1.26 -0.68 0.23 -0.594
O -0.49 -1.17 1.67 -0.563
S -3.85 0.93 -0.78 -0.530
S 2.10 1.76 0.35 -0.367
S 3.31 -0.39 -1.24 -0.301
```

---

# 4
DFT (wB97M-V/def2-TZVPD) results for a cluster of 12 separate species, H24O12 in total in a non-equilibrium geometry.

Calculated values
HOMO-LUMO gap (spin up / spin down): 9.54 / 2.12 eV
energy relative to the best compared isomer or geometry (same formula, charge and spin): 7.896 eV
HOMO energy (spin up / spin down): -0.4971 / -0.4970 Ha
E: -916.6407 a.u.
spin multiplicity: 2
lowest unoccupied orbital energy (spin up / spin down): -3.985 / -11.407 eV
net charge: +1

```
36
Properties=species:S:1:pos:R:3:lowdin_spin:R:1
O -1.95 0.15 2.08 0.001
H -2.34 -0.81 2.30 0.000
H -1.98 0.17 1.06 0.000
O 0.48 0.92 0.77 -0.001
H -0.08 0.01 0.69 0.000
H -0.01 0.99 1.67 0.000
O 2.67 1.12 2.84 0.000
H 2.22 1.95 3.00 0.000
H 2.51 0.96 1.96 0.000
O -2.83 -1.03 -2.00 -0.002
H -3.21 -1.21 -1.31 0.000
H -2.79 -1.84 -2.71 0.000
O -0.11 2.85 3.83 0.000
H 0.34 3.05 2.93 0.000
H -0.58 1.98 3.60 0.000
O 2.84 -2.02 1.71 0.000
H 3.75 -2.46 1.41 0.000
H 2.70 -1.24 1.52 0.000
O -1.26 -2.50 1.47 0.000
H -0.40 -2.47 1.62 0.000
H -1.53 -2.72 2.35 0.000
O 0.97 -1.45 -1.03 0.000
H 1.18 -0.81 -0.26 0.000
H 0.87 -0.78 -1.70 0.000
O -0.47 0.54 -4.26 0.296
H -0.20 0.62 -3.30 -0.006
H -0.64 -0.44 -4.40 0.001
O -1.94 1.71 -1.83 0.336
H -2.33 2.55 -2.00 0.002
H -2.39 0.88 -1.92 0.001
O 1.85 -3.43 -2.50 0.000
H 2.34 -3.91 -1.82 0.000
H 1.45 -2.75 -2.19 0.000
O -0.05 4.06 -1.15 0.378
H -0.05 3.02 -1.26 -0.006
H 0.99 4.33 -1.18 -0.001
```

---

# 5
DFT (wB97M-V/def2-TZVPD) results for a structure of composition C4H9ClN in a non-equilibrium geometry.

Calculated values
HOMO-LUMO gap: 9.55 eV
energy relative to the best compared isomer or geometry (same formula, charge and spin): 3.218 eV
HOMO energy: -0.5567 Ha
E: -672.3479 a.u.
lowest unoccupied orbital energy: -5.596 eV
net charge: +1

```
15
Properties=species:S:1:pos:R:3:nbo_charge:R:1
C -0.16 1.15 -0.86 -0.259
C -1.18 0.72 0.07 0.160
C 1.03 0.12 1.29 -0.391
C 0.28 -1.30 -0.54 -0.392
N 0.07 0.03 0.09 -0.244
Cl -2.87 -0.41 -0.97 -0.166
H -0.13 0.94 -1.85 0.266
H 0.34 2.21 -0.80 0.282
H -1.75 1.11 0.90 0.285
H 0.84 -0.80 1.87 0.243
H 1.97 0.19 0.78 0.251
H 0.55 0.84 1.99 0.246
H 1.14 -1.29 -1.28 0.244
H 0.55 -1.99 0.17 0.231
H -0.64 -1.52 -0.85 0.245
```

---

# 6
DFT (wB97M-V/def2-TZVPD) results for a cluster of 8 separate species, C64H140N5O5P in total in a non-equilibrium geometry.

Calculated values
HOMO-LUMO gap: 8.04 eV
energy relative to the best compared isomer or geometry (same formula, charge and spin): 0.000 eV
HOMO energy: -0.5590 Ha
E: -3512.5438 a.u.
lowest unoccupied orbital energy: -7.174 eV
net charge: +4

```
215
Properties=species:S:1:pos:R:3:mulliken_charge:R:1
C -4.00 2.21 0.75 -0.860
C -5.46 1.77 1.05 -0.548
C -5.61 0.50 1.94 -0.771
C -5.48 -0.77 1.02 -0.301
N -5.58 -2.13 1.86 0.390
C -5.47 -3.41 0.95 0.200
C -5.05 -4.48 1.91 -0.935
C -4.20 -3.76 2.96 0.111
C -4.44 -2.28 2.88 -0.303
C -6.96 -2.19 2.59 -1.005
H -3.37 1.46 0.28 -0.115
H -3.45 2.41 1.67 0.472
H -3.94 3.15 0.21 0.452
H -5.90 1.55 0.07 0.023
H -6.13 2.52 1.47 0.490
H -6.59 0.49 2.40 0.460
H -4.90 0.39 2.76 0.442
H -4.59 -0.81 0.40 -0.111
H -6.22 -0.93 0.23 0.492
H -6.42 -3.61 0.45 0.445
H -4.80 -3.03 0.18 -0.250
H -5.92 -4.99 2.32 0.411
H -4.41 -5.20 1.40 0.232
H -4.60 -4.03 3.95 0.454
H -3.14 -3.97 2.83 -0.430
H -4.65 -1.87 3.87 0.540
H -3.61 -1.83 2.34 -0.035
H -7.02 -1.48 3.41 0.364
H -7.14 -3.23 2.89 0.411
H -7.71 -2.03 1.82 0.350
C -1.48 -3.03 5.37 -1.638
C -0.64 -1.85 4.94 0.011
C 0.81 -1.95 5.49 -0.657
C 1.75 -0.81 4.97 -0.621
N 3.14 -0.73 5.66 0.410
C 3.95 0.57 5.26 -0.176
C 5.30 0.04 4.92 -0.856
C 4.96 -1.23 4.20 0.530
C 4.00 -1.89 5.19 -0.662
C 3.01 -0.80 7.17 -1.233
H -1.41 -3.04 6.46 0.640
H -0.95 -3.98 5.31 0.320
H -2.52 -3.01 5.05 0.151
H -1.00 -0.89 5.30 0.730
H -0.70 -1.64 3.87 -0.214
H 1.21 -2.96 5.33 0.499
H 0.65 -1.87 6.57 0.548
H 1.17 0.07 5.22 0.406
H 2.03 -0.82 3.91 -0.071
H 3.87 1.27 6.08 0.397
H 3.46 0.92 4.35 -0.072
H 5.94 -0.06 5.79 0.406
H 5.84 0.73 4.27 0.415
H 5.89 -1.75 3.97 0.594
H 4.46 -1.21 3.23 -0.610
H 4.55 -2.29 6.05 0.373
H 3.30 -2.65 4.82 0.213
H 4.00 -0.57 7.55 0.490
H 2.68 -1.81 7.39 0.443
H 2.40 0.06 7.45 0.335
C 3.24 2.17 -4.14 -1.437
C 3.04 1.44 -2.83 0.873
C 3.40 -0.01 -3.07 -1.087
C 2.82 -0.86 -1.83 1.055
N 3.29 -2.33 -1.90 0.200
C 2.91 -3.05 -0.57 -0.395
C 4.02 -2.75 0.46 0.373
C 5.16 -2.18 -0.34 -1.017
C 4.86 -2.47 -1.81 -0.548
C 2.70 -3.08 -3.11 -0.997
H 4.32 2.24 -4.13 0.346
H 2.62 3.07 -4.14 0.209
H 2.86 1.64 -5.01 0.526
H 2.03 1.52 -2.40 -0.403
H 3.67 1.86 -2.04 0.022
H 4.46 -0.20 -3.24 0.304
H 2.93 -0.26 -4.02 0.448
H 1.74 -0.77 -1.79 -0.260
H 3.20 -0.53 -0.86 -0.715
H 2.87 -4.11 -0.80 0.278
H 1.89 -2.74 -0.37 -0.132
H 4.23 -3.66 1.02 0.865
H 3.61 -2.13 1.26 -0.693
H 6.11 -2.68 -0.12 0.620
H 5.22 -1.10 -0.19 0.243
H 4.91 -3.53 -2.06 0.526
H 5.39 -1.93 -2.60 0.472
H 1.61 -3.02 -3.14 0.146
H 2.95 -4.14 -3.05 0.528
H 3.13 -2.66 -4.01 0.516
C 0.47 -4.04 2.55 0.695
C 0.79 -5.15 1.55 -1.361
C -0.24 -5.14 0.44 1.958
C -0.44 -6.41 -0.34 -1.168
N -1.21 -6.17 -1.66 0.569
C -1.35 -7.57 -2.34 -0.573
C -0.13 -7.71 -3.17 -0.873
C 0.08 -6.24 -3.77 -0.481
C -0.45 -5.29 -2.71 1.540
C -2.66 -5.69 -1.34 -1.018
H 0.66 -3.09 2.06 -0.549
H 1.10 -4.10 3.44 0.509
H -0.59 -3.88 2.78 -0.402
H 0.79 -6.14 2.01 0.604
H 1.76 -4.91 1.11 0.252
H 0.08 -4.38 -0.28 -0.526
H -1.21 -4.80 0.81 -0.719
H -1.06 -7.17 0.15 0.361
H 0.53 -6.84 -0.59 0.297
H -2.21 -7.45 -3.01 0.464
H -1.64 -8.41 -1.71 0.399
H -0.30 -8.38 -4.01 0.472
H 0.71 -8.09 -2.59 0.333
H -0.49 -6.15 -4.69 0.473
H 1.15 -6.12 -3.93 0.315
H -1.15 -4.62 -3.21 -0.948
H 0.37 -4.71 -2.28 -0.770
H -3.09 -5.70 -2.33 0.653
H -2.58 -4.73 -0.82 0.165
H -3.12 -6.45 -0.70 0.264
C -7.71 1.02 -2.77 -1.404
C -6.16 0.81 -2.94 -0.072
C -5.74 -0.47 -3.68 -0.650
C -4.22 -0.46 -3.87 -0.451
N -3.69 -1.82 -4.43 0.306
C -4.44 -2.28 -5.69 -0.666
C -3.94 -1.30 -6.75 -0.800
C -2.47 -1.25 -6.43 -0.750
C -2.23 -1.64 -4.97 0.065
C -3.77 -2.83 -3.24 -1.491
H -8.36 0.86 -3.63 0.410
H -7.87 2.04 -2.43 0.394
H -8.10 0.33 -2.02 0.293
H -5.66 0.76 -1.98 -0.172
H -5.81 1.65 -3.53 0.488
H -6.30 -0.66 -4.60 0.433
H -6.04 -1.28 -3.02 0.315
H -3.72 -0.33 -2.91 -0.123
H -3.96 0.27 -4.64 0.616
H -3.97 -3.24 -5.88 0.544
H -5.52 -2.43 -5.58 0.508
H -4.22 -1.82 -7.67 0.511
H -4.47 -0.36 -6.90 0.276
H -1.92 -2.00 -7.00 0.368
H -1.94 -0.33 -6.68 0.348
H -1.64 -2.55 -4.88 -0.057
H -1.88 -0.86 -4.30 0.263
H -3.38 -2.39 -2.32 0.250
H -3.10 -3.66 -3.48 0.561
H -4.77 -3.26 -3.24 0.405
C -1.11 2.57 -1.53 -0.664
C -1.22 4.17 -1.57 -1.012
C 0.17 4.82 -1.59 -0.119
C 0.79 4.92 -0.19 -0.598
P 2.41 5.78 0.11 0.602
C 2.96 5.36 1.83 -0.696
C 1.86 5.33 2.92 -0.784
C 2.33 5.07 4.33 -0.388
C 1.13 4.92 5.34 -1.347
C 3.73 5.17 -1.06 -0.572
C 3.72 5.60 -2.43 -0.226
C 4.93 5.15 -3.27 -0.645
C 5.91 6.35 -3.45 -1.499
C 2.06 7.54 -0.11 -1.200
C 3.28 8.45 0.04 -0.489
C 2.86 9.95 0.03 -0.545
C 4.11 10.88 0.30 -1.326
H -0.48 2.13 -2.30 0.428
H -2.04 2.00 -1.64 0.241
H -0.71 2.21 -0.58 0.128
H -1.78 4.47 -0.68 0.312
H -1.72 4.44 -2.49 0.420
H 0.02 5.83 -2.00 0.531
H 0.82 4.27 -2.27 -0.258
H 0.87 3.89 0.16 -0.085
H 0.11 5.58 0.36 0.683
H 3.82 6.01 1.95 0.842
H 3.31 4.35 1.63 0.264
H 0.97 4.72 2.73 0.343
H 1.39 6.31 2.97 0.417
H 2.99 5.83 4.74 0.349
H 3.00 4.21 4.32 0.249
H 1.51 4.77 6.35 0.406
H 0.37 4.17 5.12 0.312
H 0.63 5.88 5.26 0.377
H 3.82 4.09 -0.95 0.147
H 4.67 5.56 -0.66 0.508
H 3.55 6.67 -2.49 0.440
H 2.81 5.21 -2.91 0.015
H 4.66 4.71 -4.23 0.394
H 5.45 4.32 -2.80 0.272
H 6.84 6.05 -3.94 0.473
H 6.28 6.72 -2.49 0.303
H 5.58 7.11 -4.16 0.361
H 1.42 7.84 0.72 0.640
H 1.50 7.63 -1.05 0.651
H 4.08 8.30 -0.68 0.265
H 3.65 8.19 1.04 0.301
H 2.05 10.26 0.69 0.404
H 2.64 10.29 -0.97 0.304
H 3.96 11.94 0.09 0.404
H 4.86 10.62 -0.43 0.336
H 4.38 10.82 1.36 0.322
C -0.44 -0.53 0.37 0.808
C -1.28 -1.54 -0.45 0.301
O -2.24 -2.13 0.08 -0.316
O -0.92 -1.72 -1.63 -0.441
H 0.04 -1.10 1.17 -0.973
H -1.18 0.08 0.88 0.448
H 0.27 0.04 -0.23 -0.679
O 2.81 0.11 1.89 0.679
C 3.25 1.29 1.45 0.427
O 2.38 1.93 0.85 -0.712
O 4.36 1.68 1.72 -0.783
H 2.06 0.43 1.37 -0.439
```